Molecular formula: C4H15BBeF6NO10S2
Method: DFT, ωB97M-V/def2-TZVPD

```
40
Properties=species:S:1:pos:R:3:forces:R:3:mulliken_charge:R:1
Be 0.62893 0.42348 0.72397 1.57 -0.23 -2.31 0.770
C -2.02503 2.69833 -2.05299 1.13 -0.60 -1.08 0.640
F -3.30376 2.96883 -1.85522 0.10 -0.57 1.32 -0.234
F -1.71763 3.42253 -3.11257 0.64 0.00 -0.59 -0.220
F -1.19023 3.07612 -1.06728 -0.83 0.37 0.41 -0.280
S -1.61189 0.85631 -2.44497 1.74 -2.55 -2.41 0.789
O -2.91385 0.40726 -3.01022 2.58 1.11 1.44 -0.571
O -0.37344 0.74801 -3.29780 -4.02 1.21 2.86 -0.532
N -1.21797 0.12414 -0.82544 -0.29 3.16 -0.92 -0.319
S -1.79001 -1.33449 -0.82312 2.37 -3.52 -3.42 0.927
O -1.62428 -1.93650 -2.19371 -1.59 1.40 3.96 -0.601
O -1.16839 -2.07972 0.27044 -1.65 1.18 -0.30 -0.537
C -3.68347 -1.09891 -0.46334 -0.54 -3.46 -1.32 0.610
F -3.97318 -1.56387 0.78388 0.16 0.81 -0.87 -0.239
F -4.20837 0.08621 -0.65314 0.22 -0.02 0.46 -0.163
F -4.32396 -2.00649 -1.36691 0.91 1.81 1.76 -0.270
C 2.55820 -3.49005 -0.50661 0.95 -1.71 1.34 -0.684
C 2.36580 -2.42700 -1.49788 -2.28 2.02 -2.66 0.442
O 2.91864 -2.55181 -2.60380 1.14 -0.52 0.27 -0.762
O 1.44216 -1.54480 -1.34617 0.49 0.02 1.77 -0.359
H 3.60397 -3.75794 -0.35592 0.43 0.63 0.19 0.359
H 2.26696 -4.44013 -0.95453 -0.80 0.07 -0.03 0.284
H 2.09111 -3.34237 0.46711 -0.14 -0.04 -0.26 -0.020
B 2.39171 1.75683 -0.36359 -1.57 0.08 1.42 1.007
H 3.18620 2.05464 -1.03018 2.80 0.73 -2.54 -0.140
H 2.08838 2.60031 0.23707 -0.80 3.25 2.80 -0.323
H 1.53452 1.53978 -0.98192 -3.83 -1.25 -2.75 -0.460
H 2.72815 0.87242 0.15494 1.28 -3.79 2.74 -0.348
O -0.70033 2.43403 1.55596 0.23 -0.54 0.19 -0.481
H -1.05240 2.94458 2.28509 -0.02 0.07 0.24 0.269
H -1.21802 2.70821 0.79895 -0.05 -0.03 -0.51 0.227
O 1.73147 1.67901 2.96996 -0.31 -0.45 0.23 -0.435
H 2.52499 2.09941 3.30135 0.36 0.08 -0.24 0.249
H 1.01827 2.24310 3.26895 -0.11 0.14 -0.07 0.243
O 1.75512 -1.42268 1.95554 -0.27 0.63 -0.06 -0.361
H 1.39795 -2.29208 2.13670 -0.33 -0.22 -0.37 0.222
H 2.54043 -1.36762 2.50005 0.29 0.34 -0.01 0.226
O -0.64186 -0.30887 2.83749 0.16 0.60 -0.31 -0.361
H -1.16129 0.35393 3.29261 -0.18 0.25 -0.08 0.222
H -0.87360 -1.13217 3.26726 0.06 -0.44 -0.26 0.217
```
Forces are in eV/Å.

Computed properties:
- Orbital gap: 4.90 eV
- Net charge: -1
- LUMO level: 1.08 eV

=====

Molecular formula: C4H15N2
Method: DFT, ωB97M-V/def2-TZVPD

```
21
Properties=species:S:1:pos:R:3:forces:R:3:mulliken_charge:R:1
C 1.71529 -1.20009 0.76872 -0.93 -0.28 -0.17 -0.903
N 1.68530 -0.05048 -0.15769 0.10 -0.14 -0.35 -0.463
C 1.89073 -0.44767 -1.58676 0.59 -0.11 0.34 -0.933
H 0.87395 -1.85514 0.44423 0.67 0.15 0.39 0.338
H 2.65343 -1.77012 0.73649 -0.23 0.20 -0.03 0.346
H 1.50360 -0.86538 1.79921 0.24 -0.11 -0.47 0.316
H 2.38660 0.62013 0.11498 0.41 0.10 -0.07 0.272
H 2.84553 -0.99860 -1.67702 -0.50 0.13 -0.10 0.361
H 1.96298 0.44022 -2.22526 -0.10 -0.12 0.24 0.346
H 1.07344 -1.09135 -1.96165 0.31 0.28 0.42 0.337
C -2.99680 0.31948 0.44632 -0.80 0.07 0.46 -1.161
C -1.58480 0.51835 0.91482 0.06 0.71 0.43 -0.285
N -0.72480 0.85844 -0.24776 0.50 0.95 0.01 -0.357
H -3.67495 0.20846 1.32538 0.43 0.06 -0.78 0.350
H -3.29251 1.21657 -0.12524 -0.15 -0.40 0.25 0.327
H -3.09796 -0.55681 -0.19514 -0.06 -0.02 0.04 0.363
H -1.56679 1.40763 1.55320 0.19 -0.30 0.14 0.311
H -1.14226 -0.32114 1.47167 -0.20 0.22 -0.38 0.282
H -0.96199 0.29365 -1.04424 -0.28 -0.39 -0.49 0.351
H 0.39829 0.63812 -0.08381 -0.10 -0.50 -0.17 0.426
H -0.83130 1.83764 -0.55327 -0.17 -0.50 0.30 0.376
```
Forces are in eV/Å.

Computed properties:
- Orbital gap: 11.28 eV
- Net charge: +1
- LUMO level: -2.93 eV

=====

Molecular formula: C4H15N2O
Method: DFT, ωB97M-V/def2-TZVPD

```
22
Properties=species:S:1:pos:R:3:forces:R:3:mulliken_charge:R:1
C -0.44831 1.65768 0.25770 -1.38 -0.60 -0.49 -0.536
N 0.92647 1.46876 -0.14780 0.09 0.99 -0.02 -0.434
C 1.90426 1.11928 0.89754 -1.22 -0.94 0.89 -0.892
C -1.17827 0.28964 0.30231 -0.88 -0.31 1.23 -0.693
N -0.49734 -0.65388 -0.57121 0.34 -1.32 -2.47 -0.078
C -0.95638 -0.75221 -2.01887 0.24 0.34 0.33 -0.928
H -1.01102 2.24046 -0.48223 0.60 0.13 -0.09 0.468
H -0.62786 2.16131 1.19955 0.29 0.08 0.41 0.347
H 1.20089 2.33472 -0.59515 0.26 -0.26 -0.15 0.279
H 2.67259 1.86443 1.00946 0.58 -0.13 -0.33 0.376
H 2.21719 0.08272 0.73599 0.83 0.39 -0.22 0.248
H 1.45243 1.02638 1.89870 -0.29 0.43 -0.25 0.287
H -2.24087 0.32169 0.04431 0.21 0.38 -0.33 0.386
H -1.21600 -0.14649 1.30770 0.53 0.08 -0.14 0.299
H 0.46045 -0.25685 -0.70880 -0.09 -0.13 0.63 0.363
H -0.48107 -1.64075 -0.25718 0.41 0.84 0.70 0.446
H -1.04959 0.27496 -2.37733 -0.43 -0.34 -0.19 0.353
H -1.83123 -1.39453 -2.10530 -0.28 0.56 0.15 0.351
H -0.17597 -1.25293 -2.59086 0.17 0.13 0.15 0.375
H -0.31126 -3.29713 1.62482 -0.56 0.52 -0.27 0.295
H 1.03319 -2.88700 1.38511 1.05 0.35 -0.24 0.280
O 0.15768 -2.56026 1.19155 -0.46 -1.18 0.71 -0.592
```
Forces are in eV/Å.

Computed properties:
- Orbital gap: 10.77 eV
- Net charge: +1
- LUMO level: -2.82 eV

=====

Molecular formula: C4H15N2O
Method: DFT, ωB97M-V/def2-TZVPD

```
22
Properties=species:S:1:pos:R:3:forces:R:3:mulliken_charge:R:1
N 0.43445 1.24058 -0.67685 0.86 2.13 2.30 -0.382
C -0.21927 1.05329 0.78055 2.95 -0.77 0.33 -0.602
C -0.23456 -0.50107 1.00871 -0.50 0.31 2.05 -0.725
N -1.03777 -1.19206 0.05002 1.21 -2.24 -1.36 -0.075
C -2.33057 -1.64600 0.63457 -0.68 1.98 -2.78 -0.898
C -0.19573 -2.37330 -0.51190 -1.25 1.10 0.92 -0.993
H 1.50899 1.15789 -0.55604 -2.42 -0.65 -0.77 0.344
H 0.40579 2.29896 -0.95388 -0.57 -2.57 -0.06 0.381
H -0.06552 0.50770 -1.21877 0.52 0.65 -0.43 0.337
H -1.25222 1.42576 0.79884 0.69 0.39 -0.11 0.348
H 0.61078 1.56081 1.45843 -2.44 -0.77 -1.01 0.323
H -0.62674 -0.81307 2.01903 0.19 1.31 -0.42 0.414
H 0.75269 -0.94148 1.13121 0.53 0.38 -0.71 0.505
H -2.77353 -2.49015 0.10720 0.55 -0.27 -0.02 0.329
H -3.05539 -0.80985 0.29928 0.73 -1.14 1.71 0.289
H -2.16401 -1.87770 1.66120 -0.65 0.05 0.93 0.341
H 0.10896 -3.12252 0.29151 -0.37 0.92 -0.97 0.317
H 0.67606 -1.87025 -0.95569 -0.12 -0.71 -0.01 0.362
H -0.84296 -2.83119 -1.27231 0.60 -0.10 0.19 0.373
H 3.49708 3.20999 -1.45565 2.00 0.99 -1.22 0.312
H 3.14032 2.27145 -0.31211 0.19 0.88 -0.62 0.330
O 2.77296 2.84831 -1.01576 -2.00 -1.88 2.04 -0.629
```
Forces are in eV/Å.

Computed properties:
- Orbital gap: 9.52 eV
- Net charge: +1
- LUMO level: -3.39 eV

=====

Molecular formula: C4H15N2O2
Method: DFT, ωB97M-V/def2-TZVPD

```
23
Properties=species:S:1:pos:R:3:forces:R:3:mulliken_charge:R:1
C -2.25065 0.43728 1.88325 -0.25 0.03 -0.26 -1.351
C -1.79003 -0.80818 1.11853 0.08 0.25 0.09 -0.629
C -0.46444 -0.62223 0.42262 -0.55 -0.10 0.68 -0.455
C 0.61204 -1.28154 0.84781 0.48 -0.02 -0.56 0.049
N 1.91421 -1.15727 0.38949 -0.08 -0.03 0.15 -0.660
N -0.38783 0.50264 -0.52595 -0.39 -0.90 0.62 -1.129
H -2.42838 1.27320 1.19683 0.31 0.05 0.10 0.437
H -1.53266 0.72265 2.65363 -0.04 0.09 -0.11 0.342
H -3.22559 0.28928 2.34132 -0.04 -0.25 0.22 0.421
H -1.64430 -1.64379 1.79211 -0.03 -0.12 0.35 0.325
H -2.59737 -1.14238 0.46668 0.09 0.13 -0.41 0.398
H 0.45565 -1.99423 1.64899 0.11 -0.02 -0.09 0.295
H 2.02563 -0.72301 -0.51663 0.14 -0.04 0.03 0.399
H 2.53235 -1.94425 0.53362 -0.25 0.10 -0.01 0.323
H -0.44478 1.40486 -0.01194 0.20 0.22 -0.27 0.828
H 0.46937 0.47519 -1.08445 0.03 0.39 -0.27 -0.534
H -1.18312 0.44487 -1.17347 -0.09 0.21 -0.30 1.012
H 1.74127 0.14458 -3.25550 -0.05 0.08 0.10 0.303
H 0.31728 0.07993 -3.82244 0.04 -0.03 0.35 0.363
O 0.82397 -0.03857 -2.99784 0.08 -0.08 -0.42 -0.756
H 2.18974 2.46715 -1.13984 0.03 -0.04 0.09 0.266
H 2.75594 1.52798 -0.02424 0.03 0.20 0.02 0.242
O 2.11170 1.58584 -0.74257 0.14 -0.12 -0.11 -0.490
```
Forces are in eV/Å.

Computed properties:
- Orbital gap (spin up / spin down): 3.64 / 9.23 eV
- Net charge: 0
- LUMO level (spin up / spin down): 0.88 / 0.52 eV
- 2S+1: 2
- <S²>: 0.750

=====

Molecular formula: C4H15N2O2
Method: DFT, ωB97M-V/def2-TZVPD

```
23
Properties=species:S:1:pos:R:3:forces:R:3:mulliken_charge:R:1
C 1.54738 -1.29136 1.09192 0.42 -1.48 -1.07 -0.801
C 0.40277 -0.38618 1.64364 -3.50 -2.09 0.79 -0.276
C -0.58056 -0.23750 0.54094 2.84 -1.46 2.33 -0.354
C -0.16368 0.24214 -0.73893 -2.39 2.92 -3.66 -0.623
N 0.22333 1.74054 -1.10792 -1.80 -0.74 1.88 -0.482
N 1.34959 -2.75478 1.07011 -0.41 0.41 3.13 -0.518
H 1.72712 -0.91558 0.10370 0.39 -0.23 -0.52 0.394
H 2.43702 -1.02772 1.63517 0.28 -0.25 0.59 0.342
H -0.05092 -0.94404 2.51411 0.12 0.48 -0.93 0.331
H 0.69298 0.49587 2.10348 1.40 2.06 0.26 0.398
H -1.48090 -0.85265 0.74000 0.06 0.74 -0.92 0.609
H 0.66967 -0.29715 -1.24415 -0.69 -0.30 0.56 0.541
H -1.08311 0.15079 -1.38370 1.16 -0.33 0.13 0.327
H 1.20722 1.92671 -1.11823 0.56 -0.07 0.40 0.254
H -0.29140 2.44694 -0.51115 0.86 -1.20 -0.72 0.270
H 1.48471 -3.11042 2.14416 -0.87 0.67 -3.79 0.327
H 0.47342 -3.12328 0.58341 1.71 0.73 1.28 0.260
H -0.69772 0.36577 -4.82085 -0.14 0.17 -0.65 0.310
H -0.38132 1.39233 -3.68753 -0.10 -0.40 -0.34 0.318
O -0.46503 0.44966 -3.90462 0.26 0.22 1.15 -0.635
H -1.89738 1.25170 1.19444 -1.09 1.18 0.66 0.259
H -2.89749 2.29880 1.93249 0.82 -0.57 -0.73 0.339
O -2.22571 2.17941 1.21953 0.11 -0.45 0.16 -0.589
```
Forces are in eV/Å.

Computed properties:
- Orbital gap: 6.41 eV
- Net charge: +1
- LUMO level: -7.38 eV

=====

Computed ΔE to the lowest compared entry with this formula, charge and spin, in the same sequence as the records: 113.1, 13.0, 29.4, 64.0, 28.1, 135.4 kcal/mol.